Record 1
86
Properties=species:S:1:pos:R:3:mulliken_charge:R:1 method="wB97M-V/def2-TZVPD" energy_ev=-71828.416 charge=0 lumo_energy_ha=-0.0064 e_above_lowest_kcal_mol=5.3
Mg -1.27 0.57 -1.23 1.618
O -0.84 2.41 -2.32 -0.738
S -0.79 1.64 -3.56 1.299
O -1.69 2.07 -4.59 -0.782
N -0.94 0.12 -3.13 0.298
C -1.80 -0.68 -3.81 -0.093
C -1.74 -0.96 -5.16 -0.398
C -2.61 -1.89 -5.73 -0.857
C -3.54 -2.56 -4.98 -0.906
C -3.70 -2.24 -3.62 0.786
C -4.66 -2.83 -2.77 -0.726
C -4.79 -2.36 -1.49 -0.946
C -3.97 -1.31 -1.05 -0.155
N -3.02 -0.80 -1.79 0.151
C -2.85 -1.26 -3.04 0.130
C 0.89 1.77 -4.19 0.249
C 1.18 2.61 -5.24 -0.515
C 2.44 2.58 -5.81 -0.682
C 3.41 1.73 -5.30 -0.409
C 3.12 0.91 -4.22 -0.920
C 1.85 0.94 -3.66 -0.051
H -0.98 -0.47 -5.76 0.530
H -2.53 -2.08 -6.80 0.389
H -4.18 -3.32 -5.42 0.420
H -5.29 -3.62 -3.15 0.452
H -5.52 -2.78 -0.81 0.458
H -4.07 -0.89 -0.05 0.421
H 0.40 3.25 -5.63 0.470
H 2.67 3.21 -6.65 0.414
H 4.38 1.67 -5.78 0.399
H 3.88 0.26 -3.82 0.433
H 1.58 0.28 -2.84 0.261
C -0.95 -2.66 4.57 -1.543
C -0.50 -3.61 3.44 2.178
C 0.91 -4.15 3.73 -1.717
C -1.47 -4.79 3.38 -2.128
C -0.47 -2.81 2.15 0.682
C -1.09 -3.20 0.97 -0.971
C -1.11 -2.35 -0.12 -0.670
N -0.54 -1.15 -0.13 -0.003
C 0.17 -0.81 0.96 -0.216
C 0.21 -1.60 2.10 -0.627
C 0.88 0.47 0.87 -0.353
C 1.83 0.87 1.81 -0.538
C 2.48 2.09 1.71 0.211
C 2.13 2.87 0.60 -0.900
C 1.19 2.40 -0.30 -0.996
N 0.58 1.23 -0.18 0.675
C 3.47 2.51 2.78 2.028
C 4.09 3.88 2.50 -2.220
C 2.70 2.58 4.10 -1.536
C 4.61 1.49 2.87 -1.685
H -1.32 -3.24 5.41 0.453
H -1.74 -2.01 4.22 0.260
H -0.13 -2.04 4.91 0.388
H 0.92 -4.61 4.71 0.458
H 1.65 -3.36 3.71 0.321
H 1.18 -4.90 2.99 0.376
H -1.45 -5.32 4.33 0.451
H -1.19 -5.50 2.60 0.425
H -2.49 -4.45 3.20 0.436
H -1.60 -4.15 0.89 0.466
H -1.60 -2.65 -1.03 0.563
H 0.73 -1.25 2.98 0.485
H 2.07 0.21 2.64 0.598
H 2.58 3.84 0.43 0.549
H 0.90 2.99 -1.15 0.575
H 3.32 4.65 2.42 0.415
H 4.67 3.87 1.58 0.421
H 4.75 4.15 3.32 0.450
H 1.85 3.26 4.01 0.354
H 3.35 2.94 4.90 0.444
H 2.31 1.61 4.39 0.325
H 5.11 1.39 1.90 0.371
H 4.25 0.51 3.17 0.302
H 5.34 1.82 3.60 0.473
N -1.87 3.51 0.37 -0.289
C -2.03 2.22 0.76 0.671
O -2.43 1.37 -0.09 -0.939
C -1.78 1.86 2.10 0.249
C -2.14 0.59 2.52 0.249
N -2.47 -0.47 2.84 -0.720
C -1.12 2.71 2.97 -0.093
N -0.52 3.41 3.66 -0.721
H -1.83 3.66 -0.63 0.325
H -1.41 4.15 0.98 0.238

Record 2
78
Properties=species:S:1:pos:R:3:mulliken_charge:R:1 method="wB97M-V/def2-TZVPD" energy_ev=-54823.410 charge=+1 lumo_energy_ha=-0.1859
C 3.81 2.09 4.99 -1.105
S 2.48 1.58 3.84 0.325
C 2.88 2.72 2.46 -0.927
C 3.18 0.16 3.19 -0.968
C 2.45 -1.06 3.26 1.176
C 3.13 -2.31 2.76 0.392
C 4.44 -2.34 2.26 -0.201
C 5.02 -3.53 1.80 -0.763
C 4.28 -4.72 1.82 -0.462
C 2.96 -4.71 2.31 -0.609
C 2.40 -3.52 2.78 -0.354
O 1.28 -1.10 3.70 -0.846
H 3.57 3.10 5.32 0.415
H 3.77 1.39 5.84 0.386
H 4.79 2.04 4.49 0.344
H 2.62 3.73 2.81 0.429
H 3.94 2.64 2.20 0.445
H 2.24 2.43 1.62 0.138
H 4.19 0.25 2.82 0.172
H 5.01 -1.42 2.25 0.277
H 6.04 -3.52 1.43 0.380
H 4.73 -5.65 1.45 0.391
H 2.37 -5.62 2.33 0.427
H 1.39 -3.52 3.18 0.585
C 0.71 6.04 -1.95 -0.916
N -0.54 5.50 -1.41 0.380
C -1.75 6.07 -1.89 -0.018
C -2.25 5.73 -3.16 -0.074
C -3.40 6.35 -3.64 -0.714
C -4.06 7.31 -2.87 -0.389
C -3.57 7.65 -1.60 -0.641
C -2.42 7.03 -1.11 -0.202
C -0.50 4.22 -0.83 0.085
C -0.77 4.07 0.54 -0.452
C -0.73 2.82 1.12 -0.828
C -0.46 1.65 0.35 0.567
C -0.52 0.38 0.99 -0.088
C -0.68 -0.89 0.38 0.471
C -0.51 -2.06 1.18 -1.128
C -0.59 -3.32 0.66 -0.320
C -0.90 -3.50 -0.71 0.358
N -0.99 -4.80 -1.23 0.440
C 0.26 -5.44 -1.67 -0.859
C -2.22 -5.31 -1.73 -0.156
C -2.62 -5.04 -3.05 0.043
C -3.83 -5.56 -3.51 -0.759
C -4.62 -6.36 -2.68 -0.393
C -4.22 -6.62 -1.37 -0.663
C -3.02 -6.10 -0.89 -0.146
C -1.10 -2.38 -1.52 -0.332
C -1.04 -1.10 -0.99 -1.228
C -0.09 1.84 -1.01 -0.960
C -0.14 3.10 -1.59 -0.201
H 1.53 5.69 -1.32 0.311
H 0.87 5.71 -2.99 0.353
H 0.66 7.14 -1.92 0.339
H -1.71 4.98 -3.74 0.305
H -3.78 6.07 -4.63 0.359
H -4.95 7.80 -3.26 0.386
H -4.09 8.39 -0.99 0.365
H -2.01 7.27 -0.13 0.369
H -1.00 4.97 1.11 0.406
H -0.94 2.71 2.19 0.452
H -0.49 0.38 2.07 0.331
H -0.28 -1.93 2.24 0.491
H -0.45 -4.21 1.27 0.551
H 0.07 -6.50 -1.84 0.348
H 0.63 -4.97 -2.59 0.306
H 1.01 -5.31 -0.88 0.276
H -1.98 -4.42 -3.68 0.360
H -4.15 -5.33 -4.53 0.356
H -5.56 -6.77 -3.05 0.385
H -4.83 -7.24 -0.70 0.362
H -2.66 -6.28 0.13 0.393
H -1.30 -2.54 -2.58 0.267
H -1.29 -0.26 -1.63 0.822
H 0.24 1.00 -1.61 0.803
H 0.08 3.24 -2.65 0.383

Record 3
85
Properties=species:S:1:pos:R:3:mulliken_spin:R:1 method="wB97M-V/def2-TZVPD" energy_ev=-75719.366 charge=+2 lumo_energy_ha="-0.1720 / -0.3030" e_above_lowest_kcal_mol=0.0 spin_multiplicity=5
Pd 0.01 -0.68 0.91 1.302
O 0.11 2.56 2.11 0.049
C -0.53 1.59 2.44 -0.031
O -1.28 0.86 1.63 0.258
C -0.45 1.07 3.88 0.054
C -1.21 -0.25 4.09 0.014
C -1.24 -0.65 5.56 0.002
C 0.20 -1.15 5.80 0.024
C 0.82 -0.91 4.42 0.032
O -0.26 -1.20 3.52 0.022
C 0.99 0.62 4.25 0.084
C 2.02 0.80 2.99 0.066
O 2.84 1.61 3.38 0.677
O 1.88 0.12 1.98 0.135
H -0.77 1.87 4.55 -0.005
H -2.15 -0.30 3.55 -0.002
H -1.97 -1.44 5.73 0.000
H -1.52 0.19 6.20 0.000
H 0.23 -2.21 6.02 0.005
H 0.73 -0.62 6.59 0.000
H 1.69 -1.51 4.17 0.002
H 1.41 1.11 5.11 -0.018
C 0.48 0.99 -3.42 0.027
N 0.30 0.56 -2.03 -0.024
P 1.46 -0.24 -1.11 0.141
C 2.99 0.68 -1.10 0.031
C 3.09 1.83 -0.31 0.069
C 4.26 2.56 -0.32 -0.014
C 5.34 2.14 -1.10 0.014
C 5.24 1.00 -1.88 -0.001
C 4.07 0.25 -1.87 0.019
C 1.77 -1.89 -1.73 0.057
C 1.39 -2.32 -3.00 0.022
C 1.67 -3.62 -3.40 -0.004
C 2.32 -4.49 -2.53 0.022
C 2.70 -4.06 -1.27 -0.004
C 2.43 -2.77 -0.86 0.057
P -0.88 1.09 -0.94 0.364
C -2.54 0.64 -1.45 0.041
C -2.96 0.95 -2.75 0.016
C -4.23 0.60 -3.16 0.003
C -5.10 -0.03 -2.27 0.001
C -4.70 -0.31 -0.98 -0.003
C -3.42 0.02 -0.56 0.007
C -0.80 2.86 -0.88 0.153
C 0.37 3.55 -1.20 0.030
C 0.42 4.93 -1.09 -0.022
C -0.70 5.62 -0.63 0.054
C -1.86 4.94 -0.29 -0.019
C -1.92 3.56 -0.41 0.054
H 1.52 0.83 -3.72 -0.005
H 0.25 2.05 -3.52 0.000
H -0.17 0.42 -4.09 0.005
H 2.25 2.15 0.30 0.047
H 4.35 3.45 0.29 -0.002
H 6.26 2.71 -1.10 0.001
H 6.08 0.68 -2.48 0.000
H 4.00 -0.65 -2.47 0.004
H 0.89 -1.65 -3.69 0.003
H 1.40 -3.95 -4.39 0.000
H 2.54 -5.50 -2.85 0.001
H 3.21 -4.74 -0.60 0.000
H 2.74 -2.43 0.12 -0.003
H -2.31 1.47 -3.43 0.003
H -4.56 0.84 -4.16 0.001
H -6.10 -0.29 -2.60 0.000
H -5.38 -0.78 -0.28 0.000
H -3.10 -0.20 0.45 0.003
H 1.25 3.02 -1.55 0.016
H 1.32 5.46 -1.35 -0.001
H -0.66 6.70 -0.53 0.002
H -2.73 5.48 0.07 0.000
H -2.82 3.03 -0.15 0.003
C -1.78 -2.39 -2.09 -0.007
C -1.77 -2.89 -0.69 0.009
N -1.25 -2.33 0.40 0.117
C -1.53 -3.18 1.46 0.005
C -2.23 -4.25 1.00 0.003
N -2.36 -4.05 -0.35 0.007
H -1.06 -1.60 -2.21 0.023
H -2.77 -2.00 -2.35 0.001
H -1.53 -3.20 -2.77 0.000
H -1.21 -2.96 2.46 0.002
H -2.62 -5.12 1.51 0.000
H -2.84 -4.66 -0.99 0.000